Record 1
ORCA calculation (ωB97M-V/def2-TZVPD) on C15H33BClDyNO3 as an isolated structure at a distorted geometry.

CARTESIAN COORDINATES (ANGSTROEM)
C  5.697  3.244  0.562
C  6.254  2.136  -0.327
C  5.856  0.733  0.164
C  4.331  0.487  0.156
C  3.795  -0.910  -0.255
C  2.532  -1.249  0.557
C  1.630  -2.324  -0.062
C  0.300  -2.431  0.677
O  -0.493  -1.280  0.448
C  -1.896  -1.472  0.164
B  -2.642  -0.720  1.392
O  -2.797  -1.385  2.574
O  -2.895  0.582  1.175
C  -3.544  1.444  2.153
C  -3.994  2.727  1.472
C  -2.266  -0.871  -1.184
N  -1.676  -1.488  -2.306
C  -3.840  -1.056  -1.492
C  -4.524  0.298  -1.681
C  -5.981  0.105  -2.058
Cl  -3.655  1.179  -2.988
H  5.896  3.055  1.621
H  6.164  4.194  0.310
H  4.620  3.374  0.433
H  5.870  2.238  -1.346
H  7.340  2.192  -0.387
H  6.217  0.710  1.217
H  6.414  -0.017  -0.424
H  3.851  1.197  -0.521
H  3.936  0.746  1.152
H  3.529  -0.949  -1.311
H  4.566  -1.697  -0.157
H  2.762  -1.535  1.614
H  1.997  -0.300  0.657
H  1.455  -2.067  -1.109
H  2.117  -3.304  -0.024
H  -0.235  -3.343  0.400
H  0.501  -2.502  1.754
H  -2.136  -2.543  0.183
H  -3.629  -1.735  2.881
H  -2.825  1.627  2.950
H  -4.381  0.891  2.581
H  -3.593  2.776  0.458
H  -5.080  2.795  1.407
H  -3.644  3.612  2.000
H  -2.042  0.196  -1.228
H  -1.712  -2.502  -2.402
H  -1.746  -1.003  -3.204
H  -4.243  -1.649  -0.665
H  -4.016  -1.624  -2.410
H  -4.419  0.896  -0.778
H  -6.474  -0.568  -1.353
H  -6.081  -0.318  -3.059
H  -6.500  1.062  -2.033
Dy  5.327  -1.653  1.653

net charge: +3
spin multiplicity: 6
electronic energy: -2240.88286 Ha
max |F|: 1.7 eV/Å
HOMO (spin up / spin down): -17.450 / -17.448 eV


Record 2
ORCA calculation (ωB97M-V/def2-TZVPD) on C42H55BFMoN8O3S3 as an isolated structure.

CARTESIAN COORDINATES (ANGSTROEM)
Mo  -0.417  -0.854  0.609
C  -4.355  2.581  -0.610
C  -3.518  3.200  0.511
C  -3.381  2.276  1.738
C  -4.216  4.486  0.951
N  -2.159  3.540  -0.011
C  -1.641  4.819  0.003
C  -0.391  4.751  -0.492
N  -0.131  3.446  -0.813
B  1.300  3.034  -1.257
N  1.164  2.180  -2.572
C  0.520  2.849  -3.598
C  0.632  2.122  -4.714
N  1.357  0.980  -4.400
C  1.676  1.021  -3.061
S  2.532  -0.143  -2.163
C  1.756  0.073  -5.522
C  2.562  -1.153  -5.110
C  2.616  0.891  -6.490
C  0.471  -0.390  -6.215
N  2.137  2.510  -0.075
C  3.508  2.483  -0.260
C  4.094  2.369  0.938
N  3.089  2.324  1.890
C  1.883  2.422  1.260
S  0.357  2.371  2.043
C  3.346  2.234  3.359
C  4.851  2.100  3.589
C  2.867  3.516  4.039
C  2.673  0.994  3.952
C  -1.198  2.711  -0.488
S  -1.367  1.003  -0.811
H  -5.362  2.397  -0.235
H  -3.938  1.642  -0.967
H  -4.425  3.268  -1.455
H  -3.653  2.805  2.650
H  -2.354  1.930  1.862
H  -4.053  1.419  1.662
H  -5.200  4.211  1.330
H  -4.360  5.181  0.124
H  -3.681  4.982  1.761
H  -2.194  5.667  0.351
H  0.344  5.519  -0.644
H  1.806  4.071  -1.615
H  0.051  3.804  -3.444
H  0.268  2.320  -5.704
H  3.501  -0.887  -4.635
H  2.774  -1.707  -6.027
H  2.025  -1.801  -4.422
H  3.519  1.241  -5.988
H  2.087  1.755  -6.890
H  2.912  0.262  -7.330
H  -0.194  -0.878  -5.501
H  0.717  -1.099  -7.006
H  -0.076  0.435  -6.669
H  3.942  2.526  -1.242
H  5.133  2.279  1.183
H  5.402  2.964  3.217
H  5.252  1.192  3.137
H  5.018  2.043  4.664
H  3.417  4.375  3.650
H  3.058  3.446  5.111
H  1.804  3.675  3.882
H  3.004  0.101  3.420
H  1.590  1.070  3.903
H  2.973  0.902  4.997
O  3.566  -0.645  1.129
C  2.461  -1.026  0.882
O  1.381  -0.254  0.761
C  2.111  -2.479  0.803
C  3.080  -3.461  0.742
C  2.674  -4.782  0.784
C  1.321  -5.061  0.919
C  0.419  -4.017  0.977
N  0.800  -2.736  0.897
H  4.116  -3.162  0.675
H  3.397  -5.584  0.730
H  0.961  -6.077  0.991
H  -0.632  -4.209  1.117
O  -2.896  -0.793  0.901
C  -3.961  -1.266  0.058
C  -4.171  -2.730  0.360
C  -2.833  -3.468  0.374
C  -2.045  -3.230  -0.882
C  -2.189  -4.088  -1.962
C  -1.457  -3.889  -3.120
C  -0.599  -2.805  -3.188
C  -0.534  -1.956  -2.103
N  -1.217  -2.167  -0.966
H  -2.806  0.159  0.706
H  -3.694  -1.104  -0.992
H  -4.862  -0.688  0.270
H  -4.844  -3.158  -0.386
H  -4.646  -2.850  1.335
H  -3.003  -4.540  0.486
H  -2.272  -3.139  1.248
H  -2.866  -4.927  -1.870
H  -1.549  -4.577  -3.950
H  0.014  -2.608  -4.054
H  0.153  -1.111  -2.118
F  -1.733  -5.612  5.396
C  -1.517  -4.449  4.758
C  -0.215  -4.030  4.557
C  0.000  -2.835  3.890
C  -1.065  -2.063  3.420
C  -0.829  -0.792  2.688
C  -2.364  -2.508  3.675
C  -2.601  -3.703  4.339
H  0.604  -4.628  4.933
H  1.016  -2.487  3.743
H  0.073  -0.267  3.016
H  -1.667  -0.102  2.782
H  -3.200  -1.900  3.351
H  -3.603  -4.051  4.548

net charge: +1
energy above the lowest of the compared OMol25 structures with the same formula, charge and spin: 1.379 eV
spin multiplicity: 3
electronic energy: -3684.68353 Ha
max |F|: 0.8 eV/Å
HOMO (spin up / spin down): -8.993 / -9.001 eV


Record 3
ORCA calculation (ωB97M-V/def2-TZVPD) on a 2-piece molecular cluster, C10H16ClNO4 overall.

CARTESIAN COORDINATES (ANGSTROEM)
C  2.444  -1.565  -0.125
C  1.481  -0.476  0.381
C  1.257  0.569  -0.712
C  0.164  -1.103  0.856
C  -0.898  -0.071  1.275
C  -2.181  -0.031  0.514
C  -3.036  1.064  0.504
C  -4.212  1.025  -0.219
C  -4.553  -0.122  -0.948
C  -3.699  -1.185  -0.920
N  -2.560  -1.107  -0.201
H  2.785  -1.330  -1.130
H  3.321  -1.635  0.509
H  1.988  -2.561  -0.169
H  1.987  -0.009  1.227
H  0.466  1.288  -0.493
H  2.164  1.149  -0.859
H  1.026  0.079  -1.662
H  0.357  -1.760  1.704
H  -0.164  -1.750  0.035
H  -0.484  0.934  1.229
H  -1.172  -0.222  2.324
H  -2.753  1.944  1.064
H  -4.874  1.880  -0.232
H  -5.458  -0.184  -1.531
H  -3.875  -2.107  -1.453
H  -1.932  -1.901  -0.206
O  5.803  2.386  0.092
Cl  4.495  1.846  -0.153
O  4.511  0.402  -0.001
O  4.059  2.165  -1.494
O  3.540  2.389  0.795

net charge: 0
energy above the lowest of the compared OMol25 structures with the same formula, charge and spin: 2.172 eV
spin multiplicity: 1
electronic energy: -1206.22247 Ha
max |F|: 0.4 eV/Å
HOMO: -7.988 eV


Record 4
ORCA calculation (ωB97M-V/def2-TZVPD) on one molecule with the formula CH5FSi at a distorted geometry.

CARTESIAN COORDINATES (ANGSTROEM)
F  -1.992  -0.295  0.064
C  -0.833  0.535  -0.094
Si  0.852  -0.374  -0.063
H  -1.126  0.892  -1.023
H  -0.786  1.345  0.740
H  1.801  0.452  0.834
H  1.358  -1.003  -1.305
H  0.727  -1.551  0.846

net charge: 0
energy above the lowest of the compared OMol25 structures with the same formula, charge and spin: 0.217 eV
spin multiplicity: 1
electronic energy: -430.39270 Ha
SMILES string: FC[SiH3]
max |F|: 2.5 eV/Å
HOMO: -11.254 eV


Record 5
ORCA calculation (ωB97M-V/def2-TZVPD) on a 7-piece molecular cluster, C16H47FN14O9S overall at a distorted geometry.

CARTESIAN COORDINATES (ANGSTROEM)
C  -3.980  2.963  3.273
C  -3.894  1.602  3.937
C  -5.169  0.817  3.850
C  -5.494  0.263  2.460
N  -4.337  0.450  1.536
N  -4.322  -0.680  0.619
C  -3.550  -1.808  1.145
C  -2.113  -1.533  1.553
C  -1.071  -1.614  0.462
C  0.307  -1.642  1.128
C  0.942  -2.998  1.055
O  1.641  -3.123  -0.129
C  2.772  -3.914  0.088
S  -3.924  -0.261  -0.937
O  -5.103  0.262  -1.521
O  -3.437  -1.389  -1.668
F  -2.881  0.936  -0.948
H  -3.351  3.665  3.734
H  -3.713  2.865  2.251
H  -4.989  3.289  3.269
H  -3.049  1.081  3.580
H  -3.716  1.783  4.971
H  -5.982  1.429  4.125
H  -5.102  0.002  4.522
H  -5.738  -0.764  2.473
H  -6.344  0.761  2.069
H  -4.627  1.223  0.977
H  -3.561  -2.610  0.456
H  -4.080  -2.135  2.000
H  -1.854  -2.327  2.213
H  -2.010  -0.643  2.117
H  -1.108  -0.793  -0.207
H  -1.192  -2.506  -0.102
H  0.231  -1.344  2.145
H  0.926  -0.913  0.677
H  1.639  -3.109  1.852
H  0.156  -3.717  1.148
H  3.419  -3.467  0.813
H  3.257  -4.021  -0.846
H  2.497  -4.886  0.434
N  -9.762  -2.267  3.982
C  -8.431  -2.267  4.326
N  -7.707  -3.352  3.885
O  -7.925  -1.366  4.979
H  -10.198  -2.991  3.450
H  -10.311  -1.493  4.288
H  -6.739  -3.380  4.123
H  -8.096  -4.101  3.350
N  -1.622  -0.204  -3.433
C  -0.742  -0.769  -4.313
N  -0.050  0.114  -5.120
O  -0.556  -1.977  -4.377
H  -1.778  0.781  -3.366
H  -2.141  -0.839  -2.806
H  0.609  -0.275  -5.761
H  -0.169  1.106  -5.090
N  6.557  -1.487  0.548
C  5.641  -1.246  1.549
N  5.680  0.011  2.094
O  4.848  -2.097  1.929
H  7.217  -0.809  0.222
H  6.553  -2.395  0.134
H  5.027  0.215  2.819
H  6.315  0.723  1.801
N  1.901  0.878  -2.707
C  3.185  0.823  -2.261
N  3.825  -0.364  -2.496
O  3.730  1.771  -1.693
H  1.442  0.120  -3.178
H  1.399  1.726  -2.551
H  4.768  -0.450  -2.183
H  3.396  -1.143  -2.959
N  5.336  1.745  -4.442
C  6.253  1.156  -5.273
N  6.996  2.021  -6.045
O  6.405  -0.060  -5.324
H  5.194  2.733  -4.378
H  4.783  1.138  -3.869
H  7.671  1.619  -6.658
H  6.892  3.014  -6.022
N  6.477  6.271  -0.786
C  5.396  5.516  -1.196
N  5.494  4.167  -0.962
O  4.420  6.020  -1.732
H  7.287  5.887  -0.346
H  6.432  7.254  -0.944
H  4.719  3.588  -1.250
H  6.283  3.738  -0.528

net charge: 0
spin multiplicity: 1
electronic energy: -2579.77662 Ha
SMILES string: CCCCNN(CCCCCOC)S(=O)(=O)F.NC(N)=O.NC(N)=O.NC(N)=O.NC(N)=O.NC(N)=O.NC(N)=O
max |F|: 3.3 eV/Å
HOMO: -9.290 eV


Record 6
ORCA calculation (ωB97M-V/def2-TZVPD) on a 2-piece molecular cluster, C8H13IN overall at a distorted geometry.

CARTESIAN COORDINATES (ANGSTROEM)
C  -0.117  3.066  -0.032
C  0.334  2.468  -1.196
C  -0.279  2.349  1.088
C  1.011  1.288  -1.114
C  0.380  1.064  1.321
C  0.971  0.454  0.064
C  -0.327  -3.230  0.032
C  -1.145  -1.997  0.190
N  -0.412  -0.893  -0.680
I  2.674  -0.837  0.076
H  -0.711  4.042  -0.116
H  0.302  2.930  -2.114
H  -0.873  2.742  1.980
H  1.719  1.111  -1.983
H  1.209  1.419  1.958
H  -0.104  0.403  2.057
H  -0.241  -3.457  -1.019
H  0.628  -3.199  0.627
H  -0.813  -4.035  0.521
H  -1.128  -1.616  1.174
H  -2.149  -2.101  -0.297
H  -1.083  -0.449  -1.224
H  0.155  -1.521  -1.313

net charge: +1
energy above the lowest of the compared OMol25 structures with the same formula, charge and spin: 1.381 eV
spin multiplicity: 1
electronic energy: -664.72443 Ha
max |F|: 4.8 eV/Å
HOMO: -12.676 eV